#P
ORCA calculation (wB97M-V/def2-TZVPD) on C3H6O2 in the gas phase.

Last column: Löwdin charge in e.
Element x y z (Å)
O (2.034, 0.914, 0.806)  0.050
C (1.393, 0.524, -0.141)  -0.266
C (0.499, -0.695, -0.087)  -0.146
C (-0.913, -0.259, 0.288)  -0.269
O (-1.330, 0.682, -0.684)  -0.066
H (1.399, 1.076, -1.102)  0.124
H (0.476, -1.191, -1.064)  0.118
H (0.889, -1.387, 0.665)  0.122
H (-1.581, -1.132, 0.311)  0.116
H (-0.900, 0.182, 1.294)  0.125
H (-1.966, 1.286, -0.288)  0.092

LUMO ... 0.028 Eh
Structure (SMILES) ... O=CCCO


#Q
ORCA calculation (wB97M-V/def2-TZVPD) on C3H6O2 in the gas phase.

Last column: Löwdin charge in e.
Element x y z (Å)
C (-1.332, 0.630, 0.502)  -0.097
O (-0.816, -0.401, -0.322)  -0.188
C (0.472, -0.860, 0.032)  -0.198
C (1.469, -0.109, -0.835)  -0.226
O (2.241, 0.717, -0.412)  0.058
H (-2.010, 0.207, 1.254)  0.089
H (-0.541, 1.188, 1.017)  0.091
H (-1.891, 1.326, -0.130)  0.090
H (0.516, -1.936, -0.182)  0.126
H (0.709, -0.690, 1.089)  0.126
H (1.399, -0.339, -1.919)  0.129

LUMO ... 0.037 Eh
Structure (SMILES) ... COCC=O


Relative to the most stable one, in kJ/mol, the structures come out at #P 0.0; #Q 58.7.


#P
ORCA calculation (wB97M-V/def2-TZVPD) on C3H6O2 in the gas phase.

Last column: Löwdin charge in e.
Element x y z (Å)
C (-0.765, -1.483, -0.590)  -0.050
O (-0.689, -0.070, -0.507)  -0.035
C (0.581, 0.332, -0.182)  -0.492
C (0.368, 1.534, 0.834)  0.076
O (1.588, -0.060, -0.594)  0.175
H (-0.096, -1.853, -1.152)  0.004
H (-0.711, -2.027, 0.187)  0.026
H (-1.715, -1.717, -1.366)  0.177
H (1.369, 1.813, 1.247)  0.113
H (0.248, 2.274, 0.431)  -0.077
H (-0.179, 1.256, 1.692)  0.082

LUMO ... 0.034 Eh
Structure (SMILES) ... COC(C)=O


#Q
ORCA calculation (wB97M-V/def2-TZVPD) on a molecular structure, C3H6O2.

Last column: Löwdin charge in e.
Element x y z (Å)
O (-1.740, 0.571, -1.096)  -0.190
C (-1.112, 0.595, 0.033)  -0.476
C (0.210, -0.163, 0.061)  -0.200
C (1.251, -0.781, 0.860)  0.015
O (0.510, -1.385, -0.261)  0.100
H (-0.254, 0.789, -1.853)  0.111
H (-0.916, 1.569, 0.536)  0.129
H (-1.523, -0.080, 0.844)  0.164
H (0.534, 0.766, -1.687)  0.107
H (1.024, -1.223, 1.827)  0.121
H (2.291, -0.560, 0.638)  0.119

LUMO (alpha / beta) ... -0.016 / -0.016 Eh


#R
ORCA calculation (wB97M-V/def2-TZVPD) on 2 unconnected molecules or ions with the total composition C3H6O2.

Last column: Löwdin charge in e.
Element x y z (Å)
C (-1.520, 0.541, 0.085)  -0.002
C (0.016, -0.992, 0.468)  -0.032
O (1.065, -0.150, 0.717)  -0.085
C (1.968, 0.024, -0.250)  -0.339
O (1.719, -0.372, -1.346)  0.068
H (-1.065, 0.890, -0.838)  0.035
H (-2.503, 0.093, -0.097)  0.047
H (-1.515, 1.322, 0.855)  0.049
H (-0.113, -1.348, -0.565)  0.079
H (-0.964, -0.523, 0.925)  0.027
H (2.912, 0.515, 0.046)  0.153

LUMO ... 0.017 Eh


Relative to the most stable one, in kJ/mol, the structures come out at #P 0.0; #Q 222.2; #R 63.2.


#P
ORCA calculation (wB97M-V/def2-TZVPD) on C3H6O2 in the gas phase.

Last column: Löwdin charge in e.
Element x y z (Å)
O (2.298, 0.267, 1.035)  0.036
C (1.577, 0.330, 0.065)  -0.338
C (0.502, -0.628, -0.248)  -0.107
C (-0.907, 0.176, 0.351)  -0.192
O (-1.844, 0.741, -0.526)  -0.054
H (1.565, 1.207, -0.606)  0.126
H (0.324, -0.809, -1.310)  0.104
H (0.741, -1.608, 0.238)  0.120
H (-1.074, -0.787, 0.769)  0.085
H (-0.661, 0.997, 1.045)  0.125
H (-2.521, 0.114, -0.811)  0.095

LUMO ... 0.025 Eh
Structure (SMILES) ... O=CCCO


#Q
ORCA calculation (wB97M-V/def2-TZVPD) on C3H6O2 in the gas phase.

Last column: Löwdin charge in e.
Element x y z (Å)
O (1.394, -0.679, -1.099)  -0.068
C (0.155, -0.831, -0.344)  -0.302
C (-1.025, 0.070, -0.437)  -0.048
C (-0.105, 0.106, 0.855)  -0.339
O (0.728, 1.160, 1.044)  -0.067
H (1.998, -0.067, -0.554)  0.118
H (0.021, -1.918, -0.138)  0.146
H (-2.002, -0.409, -0.557)  0.102
H (-0.962, 0.872, -1.118)  0.087
H (-0.510, -0.349, 1.824)  0.157
H (0.309, 2.045, 0.523)  0.214

LUMO ... 0.026 Eh
Structure (SMILES) ... O[C@@H]1C[C@@H]1O


Relative to the most stable one, in kJ/mol, the structures come out at #P 0.0; #Q 52.2.


#P
ORCA calculation (wB97M-V/def2-TZVPD) on 2 unconnected molecules or ions with the total composition C3H6O2.

Last column: Löwdin charge in e.
Element x y z (Å)
O (0.084, 4.441, -3.754)  0.114
C (1.179, 4.160, -4.097)  -0.328
O (1.461, 3.578, -5.379)  -0.011
H (2.136, 4.109, -3.593)  0.129
H (1.206, 4.359, -5.907)  0.096
C (-0.609, -3.132, 4.220)  -0.085
C (-1.506, -3.684, 3.399)  -0.082
H (0.004, -2.304, 3.870)  0.043
H (-0.280, -3.574, 5.154)  0.042
H (-1.921, -3.229, 2.512)  0.042
H (-1.753, -4.724, 3.575)  0.040

LUMO ... 0.030 Eh
Structure (SMILES) ... O=CO.C=C


#Q
ORCA calculation (wB97M-V/def2-TZVPD) on 2 unconnected molecules or ions with the total composition C3H6O2.

Last column: Löwdin charge in e.
Element x y z (Å)
C (-1.404, 0.626, 0.330)  -0.044
O (-0.776, -0.408, 0.762)  -0.101
C (0.480, -0.782, 0.565)  -0.136
C (1.533, 0.102, 0.140)  -0.315
O (2.692, -0.257, 0.018)  0.012
H (-0.880, 1.460, -0.121)  0.076
H (-0.880, -0.185, -1.610)  0.081
H (-2.456, 0.655, 0.578)  0.089
H (-0.244, -0.599, -1.546)  0.090
H (0.688, -1.773, 0.945)  0.128
H (1.247, 1.159, -0.061)  0.118

LUMO (alpha / beta) ... -0.024 / -0.013 Eh


Relative to the most stable one, in kJ/mol, the structures come out at #P 0.0; #Q 267.9.